## w
Entry from the OMol25 dataset: a single C2H2N6 molecule (ωB97M-V/def2-TZVPD).

Its net charge is 0. The calculation puts the molar mass at 110.08 g mol⁻¹. For the frontier orbital gap, the calculation gives 10.156 eV. The SMILES is c1nnc2[nH]nnn12.

```
10
C2H2N6, DFT ωB97M-V/def2-TZVPD
C -1.336 -1.000 0.088
N -2.049 0.111 -0.055
N -1.171 1.228 -0.028
C 0.012 0.737 0.016
N 1.339 0.986 -0.007
N 2.058 -0.221 -0.026
N 1.198 -1.163 -0.054
N -0.034 -0.616 0.086
H -1.805 -2.025 -0.181
H 1.787 1.963 0.161
```

---

## x
Entry from the OMol25 dataset: a single C2H2N6 molecule (ωB97M-V/def2-TZVPD).

Its net charge is 0. The calculation puts the molar mass at 110.08 g mol⁻¹. For the frontier orbital gap, the calculation gives 8.268 eV. The SMILES is [H]/N=c1/ncnnnn1.

```
10
C2H2N6, DFT ωB97M-V/def2-TZVPD
H -2.388 -0.890 -0.775
N -2.090 0.023 -0.310
C -0.813 -0.019 -0.536
N 0.009 1.164 -0.492
C 0.935 1.220 0.333
N 1.202 0.196 1.356
N 0.927 -1.011 1.186
N 0.767 -1.594 -0.218
N -0.121 -1.217 -0.960
H 1.573 2.128 0.416
```

---

Preferred: w; penalty for the next structure: 1.826 eV.

---

## w
Entry from the OMol25 dataset: a single C2H2N6 molecule (ωB97M-V/def2-TZVPD).

Its net charge is 0. The calculation puts the molar mass at 110.08 g mol⁻¹. For the frontier orbital gap, the calculation gives 8.333 eV. The SMILES is [H]/N=c1/nncnnn1.

```
10
C2H2N6, DFT ωB97M-V/def2-TZVPD
H 2.916 -0.404 0.848
N 2.161 0.280 0.648
C 1.152 0.171 -0.029
N 0.261 1.411 -0.378
N -1.027 1.399 -0.303
C -1.734 0.204 0.365
N -1.286 -0.895 0.506
N -0.371 -1.473 -0.291
N 0.739 -1.043 -0.710
H -2.771 0.402 0.833
```

---

## x
Entry from the OMol25 dataset: a single C2H2N6 molecule (ωB97M-V/def2-TZVPD).

Its net charge is 0. The calculation puts the molar mass at 110.08 g mol⁻¹. For the frontier orbital gap, the calculation gives 7.637 eV. The SMILES is [H]/N=c1/ncnnnn1.

```
10
C2H2N6, DFT ωB97M-V/def2-TZVPD
H -1.013 2.652 -0.863
N -0.337 1.751 -1.298
C 0.031 0.873 -0.476
N 1.145 0.142 -0.527
C 1.094 -1.037 0.136
N -0.082 -1.877 0.168
N -1.275 -1.419 0.246
N -1.264 -0.317 1.115
N -0.479 0.635 0.943
H 2.180 -1.403 0.556
```

---

Preferred: w; penalty for the next structure: 0.492 eV.

---

## w
Entry from the OMol25 dataset: a molecular structure, CH4NO2P (ωB97M-V/def2-TZVPD).

Its net charge is 0. The calculation puts the molar mass at 93.02 g mol⁻¹. For the frontier orbital gap, the calculation gives 9.566 eV.

```
9
CH4NO2P, DFT ωB97M-V/def2-TZVPD
C -1.444 0.430 -0.271
N 1.672 -0.696 0.312
O -0.881 0.366 1.012
O -0.302 0.234 -1.107
P 0.845 0.727 -0.045
H -2.022 -0.432 -0.456
H -1.906 1.459 -0.536
H 1.601 -1.599 0.015
H 2.439 -0.488 1.076
```

---

## x
Entry from the OMol25 dataset: a single CH4NO2P molecule (ωB97M-V/def2-TZVPD).

Its net charge is 0. The calculation puts the molar mass at 93.02 g mol⁻¹. For the frontier orbital gap, the calculation gives 8.332 eV.

```
9
CH4NO2P, DFT ωB97M-V/def2-TZVPD
C 0.914 1.121 -1.297
N -0.977 -1.294 0.929
O -1.189 1.303 1.002
O 0.427 0.023 -1.126
P -1.398 -0.063 -0.077
H 1.560 1.317 -2.160
H 0.708 1.940 -0.600
H -0.763 -1.029 1.879
H -1.109 -2.272 0.736
```

---

Preferred: w; penalty for the next structure: 0.517 eV.

---

## w
Entry from the OMol25 dataset: 2 unconnected molecules or ions with the total composition C4H12 (ωB97M-V/def2-TZVPD).

Its net charge is 0. The calculation puts the molar mass at 60.14 g mol⁻¹. For the frontier orbital gap, the calculation gives 12.905 eV. The SMILES is CC.CC.

```
16
C4H12, DFT ωB97M-V/def2-TZVPD
C 0.992 -0.781 1.842
C -0.124 0.271 2.038
H 1.509 -0.686 0.888
H 1.731 -0.694 2.638
H 0.572 -1.788 1.872
H -0.041 1.049 1.288
H -1.090 -0.193 1.913
H -0.035 0.676 3.035
C 0.008 0.839 -2.172
C -0.870 -0.324 -1.703
H 0.198 1.558 -1.385
H 0.948 0.463 -2.575
H -0.465 1.453 -2.947
H -1.935 -0.117 -1.832
H -0.770 -0.506 -0.635
H -0.627 -1.218 -2.265
```

---

## x
Entry from the OMol25 dataset: 2 unconnected molecules or ions with the total composition C4H12 (ωB97M-V/def2-TZVPD).

Its net charge is 0. The calculation puts the molar mass at 60.14 g mol⁻¹. For the frontier orbital gap, the calculation gives 12.011 eV. The SMILES is CC.CC.

```
16
C4H12, DFT ωB97M-V/def2-TZVPD
C 1.055 -0.334 -1.638
C 0.261 0.694 -2.516
H 0.562 -0.579 -0.725
H 1.113 -1.302 -1.998
H 2.082 -0.045 -1.436
H -0.091 0.175 -3.401
H 0.785 1.727 -2.539
H -0.669 0.780 -1.856
C -0.719 -0.802 2.407
C -0.486 0.444 1.600
H -1.354 -1.455 1.885
H 0.020 -1.404 2.889
H -1.319 -0.272 3.251
H -1.362 0.585 1.027
H 0.358 0.404 1.021
H -0.236 1.384 2.027
```

---

## y
Entry from the OMol25 dataset: 2 unconnected molecules or ions with the total composition C4H12 (ωB97M-V/def2-TZVPD).

Its net charge is 0. The calculation puts the molar mass at 60.14 g mol⁻¹. For the frontier orbital gap, the calculation gives 12.709 eV. The SMILES is CC.CC.

```
16
C4H12, DFT ωB97M-V/def2-TZVPD
C -2.020 1.296 -0.865
C -1.295 1.977 0.296
H -1.436 0.543 -1.396
H -2.933 0.749 -0.631
H -2.227 2.035 -1.643
H -0.437 1.378 0.553
H -1.896 2.015 1.203
H -0.940 2.957 0.028
C 1.165 -1.164 -0.044
C 2.183 -2.109 0.614
H 0.115 -1.197 0.245
H 1.521 -0.144 0.108
H 1.240 -1.413 -1.106
H 2.279 -2.097 1.695
H 3.121 -1.969 0.106
H 1.978 -3.139 0.286
```

---

## z
Entry from the OMol25 dataset: 2 unconnected molecules or ions with the total composition C4H12 (ωB97M-V/def2-TZVPD).

Its net charge is 0. The calculation puts the molar mass at 60.14 g mol⁻¹. For the frontier orbital gap, the calculation gives 12.558 eV. The SMILES is CC.CC.

```
16
C4H12, DFT ωB97M-V/def2-TZVPD
C -1.346 2.130 0.300
C -1.914 0.942 1.048
H -2.128 2.737 -0.146
H -0.613 2.790 0.775
H -0.695 1.827 -0.533
H -1.834 0.984 2.140
H -2.959 0.756 0.810
H -1.352 0.039 0.877
C 1.569 -2.280 -0.442
C 1.678 -0.800 -0.889
H 2.172 -2.901 -1.104
H 2.076 -2.420 0.491
H 0.549 -2.585 -0.274
H 2.390 -0.230 -0.296
H 1.927 -0.758 -1.946
H 0.746 -0.306 -0.631
```

---

Preferred: w; penalty for the next structure: 0.160 eV.

---

## w
Entry from the OMol25 dataset: 2 unconnected molecules or ions with the total composition C4H12 (ωB97M-V/def2-TZVPD).

Its net charge is 0. The calculation puts the molar mass at 60.14 g mol⁻¹. For the frontier orbital gap, the calculation gives 12.544 eV. The SMILES is CC.CC.

```
16
C4H12, DFT ωB97M-V/def2-TZVPD
C -1.253 -0.005 2.479
C -1.568 -0.373 1.042
H -1.201 -0.881 3.113
H -0.314 0.557 2.523
H -1.914 0.767 2.879
H -1.529 0.464 0.340
H -2.588 -0.749 0.952
H -0.894 -1.135 0.651
C 1.099 -0.358 -1.316
C 1.711 0.730 -2.188
H 0.062 -0.129 -1.095
H 1.092 -1.296 -1.874
H 1.623 -0.530 -0.377
H 2.734 0.438 -2.450
H 1.931 1.624 -1.602
H 1.172 0.847 -3.121
```

---

## x
Entry from the OMol25 dataset: 2 unconnected molecules or ions with the total composition C4H12 (ωB97M-V/def2-TZVPD).

Its net charge is 0. The calculation puts the molar mass at 60.14 g mol⁻¹. For the frontier orbital gap, the calculation gives 12.607 eV. The SMILES is CC.CC.

```
16
C4H12, DFT ωB97M-V/def2-TZVPD
C -3.015 0.974 -0.503
C -1.808 0.434 0.234
H -2.836 1.927 -1.001
H -3.396 0.331 -1.296
H -3.812 1.143 0.223
H -1.043 -0.013 -0.403
H -1.978 -0.238 1.070
H -1.271 1.294 0.654
C 2.720 -1.032 -0.475
C 1.983 -0.432 0.748
H 3.185 -1.964 -0.161
H 2.175 -0.969 -1.409
H 3.608 -0.431 -0.739
H 1.113 0.107 0.401
H 2.727 0.134 1.299
H 1.646 -1.264 1.360
```

---

Preferred: w; penalty for the next structure: 0.214 eV.

---

## w
Entry from the OMol25 dataset: 2 unconnected molecules or ions with the total composition C4H12 (ωB97M-V/def2-TZVPD).

Its net charge is 0. The calculation puts the molar mass at 60.14 g mol⁻¹. For the frontier orbital gap, the calculation gives 12.153 eV. The SMILES is CC.CC.

```
16
C4H12, DFT ωB97M-V/def2-TZVPD
C 1.232 0.534 -1.803
C 1.684 1.502 -0.708
H 0.498 -0.211 -1.456
H 0.708 0.840 -2.742
H 2.119 -0.117 -1.879
H 0.897 1.939 -0.128
H 2.380 0.939 -0.046
H 2.272 2.484 -1.132
C -1.141 -1.338 0.686
C -1.837 -0.634 1.817
H -1.893 -1.365 -0.118
H -0.172 -0.886 0.250
H -0.712 -2.360 0.949
H -1.916 0.401 1.601
H -1.301 -0.831 2.727
H -2.816 -0.898 1.983
```

---

## x
Entry from the OMol25 dataset: 2 unconnected molecules or ions with the total composition C4H12 (ωB97M-V/def2-TZVPD).

Its net charge is 0. The calculation puts the molar mass at 60.14 g mol⁻¹. For the frontier orbital gap, the calculation gives 11.823 eV. The SMILES is CC.CC.

```
16
C4H12, DFT ωB97M-V/def2-TZVPD
C -1.027 -2.059 -1.652
C -0.859 -0.512 -1.646
H -0.054 -2.356 -1.233
H -1.911 -2.356 -1.109
H -1.017 -2.329 -2.734
H -0.103 -0.158 -2.299
H -1.703 0.033 -1.867
H -0.199 -0.420 -0.709
C 0.972 1.966 1.810
C 0.781 0.494 1.467
H 2.102 2.142 1.989
H 0.541 2.708 1.037
H 0.387 2.439 2.657
H -0.297 0.496 1.291
H 0.934 -0.197 2.352
H 1.454 0.108 0.646
```

---

Preferred: w; penalty for the next structure: 0.353 eV.